C11H22O11Rb2 as an isolated structure in a non-equilibrium geometry, computed with ωB97M-V/def2-TZVPD.

Computed properties:
Multiplicity = 1
Gap between HOMO and LUMO = 2.74 eV
Relative energy (zero: lowest compared OMol25 entry of this formula, charge and spin) = 280.60 kJ/mol
Strongest force on any atom = 4.689 eV/A
Lowest unoccupied orbital energy = -1.349 eV

Each line ends with the Löwdin charge.
Geometry (Å):
Rb (-16.0522, 7.1341, -16.0630)  0.90
Rb (-18.8816, 9.5493, -13.3315)  0.87
O (-18.2316, 9.1555, -16.1639)  -0.66
C (-19.3570, 8.4538, -16.8182)  -0.40
C (-20.1997, 9.1609, -17.9949)  -0.41
O (-19.7714, 9.2771, -19.3955)  -0.44
H (-20.0441, 8.2539, -15.9959)  0.04
H (-18.9484, 7.4609, -17.0063)  0.03
H (-20.3462, 10.1614, -17.5879)  0.05
H (-21.2370, 8.8726, -17.8244)  0.04
C (-22.3140, 5.6610, -17.2640)  -0.08
O (-22.9962, 5.6122, -16.0777)  0.01
C (-24.2926, 5.9971, -16.1455)  -0.55
O (-24.9358, 6.4107, -17.1452)  0.07
O (-24.7499, 6.1633, -14.9352)  0.00
C (-26.0309, 6.7303, -14.6892)  -0.03
H (-21.2694, 5.3581, -17.1913)  0.10
H (-22.1040, 6.6940, -17.5414)  0.09
H (-22.8256, 5.2226, -18.1208)  0.11
H (-26.7915, 5.9739, -14.8828)  0.10
H (-26.2293, 7.5210, -15.4127)  0.09
H (-26.1201, 7.0663, -13.6561)  0.10
C (-20.2950, 12.7538, -15.9680)  -0.04
O (-20.3216, 13.7660, -14.9786)  -0.03
C (-19.7092, 13.5784, -13.7173)  -0.55
O (-19.0099, 12.6297, -13.4328)  0.05
O (-20.0944, 14.5570, -12.9431)  0.00
C (-19.6537, 14.6179, -11.6279)  -0.05
H (-19.3162, 12.2807, -16.0472)  0.10
H (-20.5546, 13.0868, -16.9729)  0.10
H (-21.1206, 12.0977, -15.6925)  0.07
H (-20.3146, 15.3892, -11.2323)  0.11
H (-18.6063, 14.9191, -11.6096)  0.11
H (-19.7525, 13.6799, -11.0815)  0.09
C (-22.8456, 12.4759, -11.6409)  0.00
O (-23.5484, 11.7189, -12.6510)  0.03
C (-22.9886, 10.8642, -13.4582)  -0.53
O (-21.7469, 10.6701, -13.5639)  -0.01
O (-23.8955, 10.4783, -14.4045)  -0.01
C (-23.4633, 9.8502, -15.6108)  -0.01
H (-22.1684, 13.1804, -12.1238)  0.08
H (-22.1217, 11.9446, -11.0230)  0.09
H (-23.5304, 13.0184, -10.9890)  0.10
H (-22.7952, 10.5919, -16.0485)  0.09
H (-24.3249, 9.6970, -16.2605)  0.11
H (-22.9213, 8.9179, -15.4520)  0.10

A 7-piece molecular cluster, C33H83N6O13 overall in a non-equilibrium geometry, computed with ωB97M-V/def2-TZVPD.

Computed properties:
Multiplicity = 2
Total charge = -2
Gap between HOMO and LUMO (spin up / spin down) = 1.05 / 5.89 eV
Strongest force on any atom = 5.126 eV/A
Lowest unoccupied orbital energy (spin up / spin down) = 3.677 / 3.605 eV

Each line ends with the Mulliken spin population.
Geometry (Å):
O (-17.0718, 27.0944, -16.7496)  0.09
C (-16.9379, 28.4249, -16.8299)  -0.18
O (-17.8391, 29.2467, -16.7915)  0.01
O (-15.7512, 28.8340, -16.8424)  -0.04
H (-16.1736, 26.7668, -16.8358)  0.03
C (-21.8222, 32.0874, -21.2642)  0.05
O (-20.5313, 32.1544, -20.6818)  -0.03
C (-19.4557, 32.4578, -21.5117)  0.01
C (-18.2151, 32.5443, -20.5841)  0.00
N (-18.1703, 31.3961, -19.6590)  -0.01
C (-17.6506, 30.2157, -20.3265)  -0.01
C (-16.1225, 30.2133, -20.7438)  0.05
O (-15.3520, 30.3794, -19.5925)  -0.04
C (-13.9799, 30.1030, -19.9725)  0.06
H (-21.9084, 31.2678, -21.9776)  -0.01
H (-21.9250, 33.0629, -21.7396)  0.00
H (-22.6689, 31.9798, -20.5862)  0.00
H (-19.6489, 33.3833, -22.0540)  0.00
H (-19.3598, 31.6908, -22.2803)  0.00
H (-18.2962, 33.4099, -19.9266)  0.00
H (-17.2947, 32.6857, -21.1506)  -0.01
H (-19.1746, 31.3180, -19.5848)  0.00
H (-18.2692, 29.9015, -21.1672)  0.00
H (-17.7511, 29.4407, -19.5666)  0.00
H (-15.9294, 30.9742, -21.4999)  -0.01
H (-15.9502, 29.2151, -21.1463)  0.00
H (-13.7548, 30.5973, -20.9176)  -0.06
H (-13.8693, 29.0188, -19.9906)  0.13
H (-13.2563, 30.5316, -19.2791)  -0.01
C (-12.6083, 33.2838, -17.5522)  0.16
O (-13.3405, 32.0917, -17.3965)  -0.07
C (-12.6757, 31.0871, -16.6059)  0.03
C (-12.9824, 31.2669, -15.1042)  0.02
N (-14.4035, 30.8151, -14.8872)  0.01
C (-14.7803, 31.2732, -13.5173)  0.00
C (-16.2788, 30.9440, -13.2027)  0.00
O (-17.1406, 31.4894, -14.1883)  0.00
C (-18.4906, 31.1118, -13.9001)  0.00
H (-13.1752, 33.8959, -18.2536)  0.00
H (-11.5871, 33.2431, -17.9312)  -0.04
H (-12.5802, 33.8659, -16.6310)  0.00
H (-11.6045, 31.1150, -16.8056)  -0.07
H (-12.9518, 30.0677, -16.8759)  -0.04
H (-12.7461, 32.2659, -14.7378)  0.00
H (-12.3981, 30.5741, -14.4986)  0.02
H (-14.2598, 29.8186, -14.8071)  -0.01
H (-14.6904, 32.3479, -13.3595)  0.00
H (-14.1094, 30.7786, -12.8150)  0.00
H (-16.5473, 31.4748, -12.2892)  0.00
H (-16.5004, 29.8798, -13.1224)  0.00
H (-18.5626, 30.0255, -13.8454)  0.00
H (-19.1364, 31.4548, -14.7085)  0.00
H (-18.8877, 31.4932, -12.9594)  0.00
C (-14.0302, 25.9417, -17.6157)  0.82
O (-14.4481, 25.7050, -16.2490)  -0.36
C (-14.2298, 24.3961, -15.7559)  -1.13
C (-12.8007, 23.8672, -15.6397)  0.64
N (-12.1166, 24.8196, -14.7425)  -0.24
C (-10.6846, 24.8855, -14.9480)  0.01
C (-10.2135, 25.4840, -16.3086)  1.83
O (-10.9147, 26.6987, -16.5083)  -1.33
C (-10.6541, 27.3046, -17.7788)  1.64
H (-13.1095, 25.3771, -17.7625)  0.45
H (-13.8076, 26.9733, -17.8881)  -0.16
H (-14.8545, 25.6070, -18.2455)  -0.22
H (-14.7566, 23.7330, -16.4420)  0.11
H (-14.7226, 24.2872, -14.7898)  0.14
H (-12.2790, 23.6760, -16.5775)  -0.18
H (-12.8534, 22.9060, -15.1283)  0.06
H (-12.5881, 25.6279, -15.1225)  0.05
H (-10.1765, 23.9297, -14.8201)  -0.14
H (-10.2892, 25.5036, -14.1419)  0.04
H (-10.3731, 24.8505, -17.1812)  -0.19
H (-9.1579, 25.7556, -16.3127)  -0.45
H (-10.8685, 26.6099, -18.5910)  -0.08
H (-9.5995, 27.5796, -17.7927)  -0.78
H (-11.2066, 28.2255, -17.9650)  0.25
C (-21.1653, 29.1216, -18.8998)  -0.01
O (-21.3407, 27.8612, -18.2722)  -0.02
C (-21.2873, 27.8990, -16.8425)  0.01
C (-20.6432, 26.6289, -16.2458)  0.01
N (-21.5319, 25.4873, -16.0926)  -0.01
C (-21.7358, 24.8498, -17.4042)  -0.02
C (-22.9215, 23.9104, -17.4713)  0.01
O (-24.1257, 24.3595, -16.8582)  -0.02
C (-24.8174, 25.3363, -17.6772)  0.02
H (-21.4802, 28.9374, -19.9269)  0.01
H (-20.1131, 29.3996, -18.9601)  0.00
H (-21.7601, 29.8939, -18.4120)  0.00
H (-22.1879, 28.2755, -16.3576)  0.00
H (-20.5981, 28.6791, -16.5192)  0.00
H (-20.2875, 26.8988, -15.2514)  0.00
H (-19.7766, 26.2731, -16.8030)  0.00
H (-22.4442, 25.7554, -15.7522)  0.00
H (-20.8442, 24.2406, -17.5519)  0.02
H (-21.7500, 25.5484, -18.2408)  0.00
H (-22.6143, 23.0176, -16.9267)  0.00
H (-23.0773, 23.4918, -18.4656)  0.00
H (-24.1340, 26.0791, -18.0887)  0.00
H (-25.7283, 25.6974, -17.1997)  0.00
H (-25.1346, 24.7918, -18.5666)  0.00
C (-17.7388, 23.5099, -16.5690)  0.05
C (-18.3169, 22.7614, -15.3506)  -0.02
C (-17.1448, 22.3390, -14.4244)  0.04
O (-16.3377, 21.4524, -15.2031)  -0.18
C (-15.4625, 20.6808, -14.3629)  0.31
N (-19.2573, 23.6439, -14.6453)  0.01
H (-17.1342, 24.3748, -16.2959)  0.03
H (-18.4738, 23.9841, -17.2193)  -0.03
H (-17.2384, 22.8526, -17.2800)  0.03
H (-18.9258, 21.8741, -15.5238)  -0.02
H (-17.5701, 21.8802, -13.5318)  0.03
H (-16.6289, 23.2465, -14.1108)  0.00
H (-16.0625, 19.9038, -13.8892)  -0.03
H (-14.8633, 21.3151, -13.7098)  0.02
H (-14.6862, 20.2268, -14.9789)  -0.06
H (-18.7368, 24.4287, -14.2804)  0.00
H (-19.8922, 24.1039, -15.2822)  0.00
C (-16.9574, 25.8352, -11.8616)  -0.01
C (-16.9638, 26.7884, -13.1093)  -0.01
C (-15.5283, 27.1159, -13.6529)  0.00
O (-14.7630, 27.8561, -12.6775)  0.01
C (-13.4207, 27.9438, -13.0310)  0.05
N (-17.7690, 26.1269, -14.1275)  -0.01
H (-16.5955, 24.8512, -12.1596)  0.00
H (-17.9728, 25.7396, -11.4770)  0.00
H (-16.2968, 26.1878, -11.0695)  0.01
H (-17.4342, 27.7193, -12.7925)  0.01
H (-15.4849, 27.5951, -14.6310)  0.00
H (-15.0724, 26.1279, -13.7175)  -0.01
H (-12.8168, 28.4846, -12.3024)  -0.03
H (-13.3370, 28.4288, -14.0036)  0.00
H (-12.9226, 26.9830, -13.1613)  -0.01
H (-17.5956, 26.6024, -15.0015)  0.00
H (-18.7096, 26.4151, -13.8987)  0.00

A 4-piece molecular cluster, CH5NO2 overall in a non-equilibrium geometry, computed with ωB97M-V/def2-TZVPD.

Computed properties:
Multiplicity = 1
Gap between HOMO and LUMO = 3.89 eV
Relative energy (zero: lowest compared OMol25 entry of this formula, charge and spin) = 862.46 kJ/mol
Strongest force on any atom = 4.011 eV/A
Lowest unoccupied orbital energy = -5.865 eV

Each line ends with the Löwdin charge.
Geometry (Å):
N (2.0495, 0.6366, 1.8365)  0.37
H (2.1158, -0.3084, 1.9523)  -0.02
H (1.5060, 0.7093, 0.9561)  0.00
H (3.1865, -1.9397, -2.7410)  0.01
H (2.4496, -1.4789, -2.6282)  0.00
O (-1.3138, -1.1286, -0.3008)  0.00
C (-1.2537, 0.0387, -0.7037)  -0.56
O (-0.4511, 0.8817, -0.2724)  0.05
H (-1.9636, 0.3043, -1.5869)  0.15

A 12-piece molecular cluster, C32H73F6N9O13P overall in a non-equilibrium geometry, computed with ωB97M-V/def2-TZVPD.

Computed properties:
Multiplicity = 1
Total charge = -1
Gap between HOMO and LUMO = 9.43 eV
Strongest force on any atom = 3.438 eV/A
Lowest unoccupied orbital energy = 2.086 eV

Each line ends with the Löwdin charge.
Geometry (Å):
P (0.6744, 0.4757, -0.1091)  0.28
F (0.2827, -0.9759, -0.7723)  -0.18
F (1.6892, 0.8365, -1.3376)  -0.17
F (-0.4991, 1.2592, -0.9299)  -0.18
F (1.0430, 1.9113, 0.6107)  -0.18
F (-0.3911, 0.2087, 1.1398)  -0.18
F (1.9800, -0.2155, 0.5977)  -0.17
C (4.6166, 1.2937, 1.7710)  -0.15
O (5.7355, 1.2046, 2.6854)  -0.14
H (4.6144, 0.4638, 1.0644)  0.07
H (3.7222, 1.3631, 2.3902)  0.07
H (4.6106, 2.2484, 1.2450)  0.05
H (5.5540, 0.3952, 3.1685)  0.01
C (4.7731, 3.3775, -1.8501)  0.00
C (3.9241, 4.6335, -1.9034)  -0.33
C (2.4664, 4.4212, -1.4877)  -0.09
O (2.1407, 5.5075, -0.6213)  0.06
C (3.2810, 6.1037, -0.2662)  -0.55
O (3.3530, 6.9960, 0.5115)  0.16
O (4.3472, 5.5465, -0.9420)  0.07
H (4.3877, 2.5804, -2.4859)  0.09
H (4.8792, 2.9769, -0.8419)  0.07
H (5.8029, 3.5697, -2.1511)  0.08
H (3.9732, 5.2025, -2.8318)  0.15
H (2.2567, 3.5306, -0.8953)  0.12
H (1.7899, 4.3668, -2.3407)  0.14
C (-4.9043, -1.9661, 0.3226)  -0.31
O (-4.0830, -2.8500, 0.6015)  -0.03
N (-4.5879, -0.6395, 0.2382)  -0.16
C (-5.5726, 0.3227, -0.2551)  -0.06
C (-3.2475, -0.0886, 0.3424)  -0.05
H (-5.9514, -2.1672, 0.0481)  0.13
H (-5.2280, 0.9793, -1.0540)  0.08
H (-5.9173, 0.9869, 0.5375)  0.09
H (-6.4612, -0.0773, -0.7435)  0.08
H (-2.4990, -0.7921, 0.7067)  0.07
H (-2.9261, 0.3761, -0.5898)  0.06
H (-3.2811, 0.7423, 1.0471)  0.09
C (0.4096, -5.5801, 1.2128)  -0.38
O (1.1494, -5.5647, 0.2287)  -0.03
N (-0.3279, -4.5516, 1.6286)  -0.14
C (-0.3208, -3.1922, 0.8119)  0.03
C (-1.2178, -4.6210, 2.7738)  -0.06
H (0.3435, -6.4810, 1.8422)  0.13
H (-1.3329, -3.2439, 0.4106)  0.08
H (0.2974, -3.2957, -0.0799)  0.05
H (-0.0098, -2.4054, 1.4991)  0.06
H (-0.9388, -3.7663, 3.3899)  0.07
H (-2.2368, -4.3589, 2.4889)  0.07
H (-1.1112, -5.5032, 3.4050)  0.10
C (-3.3889, -1.1704, 6.0030)  -0.32
O (-4.2726, -1.9271, 6.4102)  -0.02
N (-2.9077, -1.2659, 4.7402)  -0.19
C (-1.8393, -0.5014, 4.2460)  -0.08
C (-3.5325, -2.0445, 3.6799)  -0.02
H (-2.8936, -0.3930, 6.6051)  0.14
H (-2.2416, 0.4424, 3.8777)  0.08
H (-1.3392, -0.9674, 3.3971)  0.07
H (-1.1033, -0.2302, 5.0029)  0.09
H (-2.9288, -2.9486, 3.6004)  0.06
H (-4.5507, -2.3880, 3.8624)  0.10
H (-3.5261, -1.5143, 2.7276)  0.06
C (-2.4202, 4.2242, -2.5829)  -0.30
O (-3.2361, 4.7474, -3.3783)  -0.04
N (-2.2670, 4.5329, -1.2400)  -0.17
C (-1.0742, 4.0037, -0.5199)  -0.03
C (-3.0870, 5.5153, -0.5489)  -0.06
H (-1.7799, 3.3831, -2.8907)  0.12
H (-1.5364, 3.3923, 0.2552)  0.08
H (-0.4529, 4.7605, -0.0411)  0.07
H (-0.5203, 3.4809, -1.2997)  0.06
H (-3.5293, 5.2129, 0.4003)  0.08
H (-2.4754, 6.3877, -0.3189)  0.08
H (-3.8856, 5.9532, -1.1477)  0.08
C (-1.7799, 3.3598, 3.0231)  -0.35
O (-2.9766, 3.2416, 3.2271)  -0.01
N (-1.0474, 4.5147, 2.9767)  -0.17
C (0.3574, 4.6044, 2.6211)  -0.05
C (-1.6553, 5.7647, 3.4206)  -0.06
H (-1.1685, 2.4992, 2.7106)  0.12
H (0.5560, 5.2720, 1.7826)  0.07
H (0.7403, 3.5904, 2.5054)  0.08
H (0.9195, 5.0435, 3.4453)  0.09
H (-1.2529, 6.6752, 2.9765)  0.09
H (-2.7331, 5.8453, 3.2796)  0.08
H (-1.5289, 5.8984, 4.4950)  0.09
C (4.8539, -2.3936, 2.9852)  -0.34
O (5.0883, -1.4840, 3.7894)  -0.03
N (3.6434, -2.8500, 2.7036)  -0.15
C (3.5226, -3.8754, 1.6310)  -0.02
C (2.4249, -2.2617, 3.2713)  -0.01
H (5.6857, -2.9293, 2.5021)  0.14
H (3.2374, -3.3619, 0.7128)  0.08
H (2.7026, -4.5646, 1.8329)  0.06
H (4.4080, -4.4240, 1.3097)  0.09
H (2.3431, -1.3146, 2.7380)  0.08
H (1.5872, -2.8977, 2.9851)  0.06
H (2.4859, -2.1777, 4.3563)  0.10
C (3.8032, -4.2469, -1.9043)  -0.38
O (4.6498, -5.1053, -1.7358)  -0.01
N (4.0368, -2.9298, -2.1024)  -0.17
C (2.9051, -1.9242, -2.2174)  -0.02
C (5.4093, -2.4163, -2.1989)  -0.04
H (2.7330, -4.4971, -1.9700)  0.12
H (1.9501, -2.4054, -2.0062)  0.06
H (3.0461, -1.3313, -3.1211)  0.09
H (3.0264, -1.1611, -1.4485)  0.05
H (5.6992, -1.8740, -1.2989)  0.08
H (6.0860, -3.2467, -2.4003)  0.08
H (5.4646, -1.7707, -3.0754)  0.08
C (-3.1141, -4.3090, -3.5457)  -0.31
O (-3.8835, -4.4389, -4.5263)  -0.05
N (-1.9157, -3.6779, -3.6673)  -0.16
C (-0.8654, -3.7435, -2.6364)  -0.05
C (-1.4784, -3.1303, -5.0013)  -0.02
H (-3.4056, -4.6563, -2.5424)  0.13
H (0.1199, -3.9908, -3.0315)  0.08
H (-1.1235, -4.4433, -1.8416)  0.09
H (-0.7510, -2.7203, -2.2785)  0.06
H (-2.2107, -3.0210, -5.8012)  0.08
H (-0.9741, -2.1700, -4.8932)  0.06
H (-0.7192, -3.7951, -5.4132)  0.09
C (-0.0952, 0.1232, -4.1508)  -0.40
O (0.6851, 0.2688, -5.0610)  0.00
N (-1.4142, 0.2706, -4.2473)  -0.16
C (-2.3234, -0.0935, -3.1236)  -0.04
C (-1.9814, 0.7184, -5.5396)  -0.03
H (0.2181, -0.2575, -3.1664)  0.11
H (-3.0377, -0.8512, -3.4457)  0.08
H (-2.9320, 0.8038, -3.0114)  0.08
H (-1.8485, -0.4079, -2.1942)  0.06
H (-2.4883, -0.1410, -5.9784)  0.08
H (-2.7053, 1.5324, -5.5005)  0.08
H (-1.2425, 1.0349, -6.2756)  0.08